(1)
{"formula": "C9H12IN4", "method": "ωB97M-V/def2-TZVPD", "elements": ["C", "C", "C", "C", "I", "C", "N", "C", "N", "C", "N", "C", "C", "H", "H", "H", "H", "H", "H", "H", "H", "N", "H", "H", "H", "H"], "xyz": [[-1.290, -2.636, 2.398], [-0.710, -1.437, 1.698], [0.274, -1.607, 0.701], [0.815, -0.517, 0.075], [2.274, -0.792, -1.404], [0.436, 0.796, 0.393], [1.010, 1.865, -0.228], [0.598, 3.042, 0.145], [1.122, 4.166, -0.466], [-0.436, 3.204, 1.137], [-0.997, 2.207, 1.730], [-0.561, 0.953, 1.379], [-1.116, -0.168, 2.009], [-2.275, -2.404, 2.796], [-0.660, -2.893, 3.252], [-1.334, -3.503, 1.744], [0.625, -2.595, 0.435], [2.057, 3.989, -0.810], [1.120, 4.984, 0.128], [-0.769, 4.206, 1.391], [-1.886, -0.022, 2.756], [0.338, -2.168, -4.257], [0.634, -1.353, -3.703], [1.141, -2.789, -4.377], [-0.402, -2.660, -3.753], [-0.008, -1.868, -5.171]], "e_above_lowest_kj_mol": 0.00, "spin_multiplicity": 1, "total_energy_ev": -23582.9061, "total_charge": 1, "e_homo_ev": -11.0, "lumo_ev": -3.94}

(2)
{"formula": "C9H12N2", "method": "ωB97M-V/def2-TZVPD", "elements": ["C", "C", "C", "C", "C", "C", "C", "C", "C", "N", "N", "H", "H", "H", "H", "H", "H", "H", "H", "H", "H", "H", "H"], "xyz": [[2.099, 0.833, -0.619], [-1.475, -0.341, -0.441], [-0.147, -0.150, -0.144], [-0.137, -0.113, 1.259], [3.269, 1.367, -0.452], [0.975, 0.060, -1.068], [0.961, 0.090, 2.233], [0.841, -0.635, -2.326], [-3.544, -0.585, 0.807], [-1.358, -0.303, 1.821], [-2.096, -0.424, 0.748], [-2.121, -0.538, -1.218], [3.434, 2.464, -0.519], [4.085, 0.791, -0.072], [1.863, -0.025, 1.759], [1.001, 1.082, 2.692], [0.825, -0.477, 3.065], [1.814, -1.215, -2.201], [0.789, -0.032, -3.225], [0.136, -1.382, -2.276], [-3.801, -1.560, 0.406], [-3.832, -0.578, 2.009], [-4.111, 0.167, 0.214]], "e_above_lowest_kj_mol": 465.77, "spin_multiplicity": 1, "total_energy_ev": -12503.9072, "e_homo_ev": -7.8, "lumo_ev": 0.89, "smiles": "C=C=C(C)c1cn(C)nc1C"}

(3)
{"formula": "C9H12N2", "method": "ωB97M-V/def2-TZVPD", "elements": ["C", "C", "C", "C", "C", "C", "C", "C", "C", "N", "N", "H", "H", "H", "H", "H", "H", "H", "H", "H", "H", "H", "H"], "xyz": [[2.606, 0.368, -0.021], [2.293, -1.009, -0.200], [1.415, 1.071, 0.098], [0.928, -1.090, -0.192], [-3.226, -0.732, 0.445], [-2.206, -0.059, 0.761], [-1.392, 0.512, -0.237], [1.158, 2.474, 0.515], [0.070, -2.263, -0.518], [-1.588, 0.995, -1.333], [0.470, 0.159, -0.091], [3.546, 0.812, 0.310], [3.017, -1.874, -0.168], [-3.803, -1.116, 1.285], [-3.650, -0.593, -0.521], [-1.864, 0.207, 1.767], [0.953, 3.116, -0.287], [0.385, 2.560, 1.301], [2.011, 2.875, 0.961], [0.745, -3.082, -0.530], [-0.805, -2.343, 0.184], [-0.278, -2.154, -1.525], [-0.784, 1.169, -2.004]], "e_above_lowest_kj_mol": 433.89, "spin_multiplicity": 1, "total_energy_ev": -12504.2376, "e_homo_ev": -7.3, "lumo_ev": 0.12}

| no. | HOMO-LUMO gap (Eh) |
| --- | --- |
| 1 | 0.2592 |
| 2 | 0.3191 |
| 3 | 0.2743 |